[1]
154
Properties=species:S:1:pos:R:3:lowdin_charge:R:1 method="wB97M-V/def2-TZVPD" homo_lumo_gap_ev=7.854 charge=+1 total_energy_ev=-963514.22406 max_force_ev_per_a=3.354 lumo_energy_ev=-3.91
C -4.76901 -2.04406 2.35523 -0.11
C -4.44149 -2.23664 0.88860 -0.20
C -4.05657 -0.93134 0.22111 -0.16
O -5.27369 -0.23212 -0.09329 -0.10
C -5.54189 -0.07436 -1.45423 -0.14
C -6.14077 -1.33040 -2.00134 -0.08
C -7.28953 -1.73758 -1.49799 -0.06
B -7.95983 -0.90286 -0.30229 -0.81
O -7.93869 -1.38453 0.95903 0.14
O -8.49823 0.27399 -0.61156 0.06
C -9.47385 0.80604 0.32394 -0.02
C -7.89924 -2.86916 -1.98838 -0.67
I -9.73113 -3.43698 -1.18906 1.11
N -7.38517 -3.56310 -2.94236 0.02
N -6.22190 -3.14989 -3.38861 -0.41
I -5.44051 -4.32151 -4.93662 1.07
C -5.55313 -2.09462 -2.98820 -0.27
C -4.25587 -1.75671 -3.56495 -0.07
H -4.76647 -3.00782 2.84001 0.03
H -5.75413 -1.62720 2.51324 0.07
H -4.06429 -1.39252 2.85135 0.06
H -5.32721 -2.61595 0.40257 0.10
H -3.60933 -2.92618 0.80476 0.10
H -3.54029 -0.32606 0.94669 0.13
H -3.43122 -1.09881 -0.64531 0.10
H -4.69621 0.29174 -2.01846 0.13
H -6.29963 0.69544 -1.51139 0.14
H -7.38373 -2.16892 1.04032 0.03
H -8.94723 1.34229 1.08965 0.08
H -10.09368 1.45649 -0.26392 0.04
H -10.09729 0.02177 0.72116 0.07
H -3.60391 -2.61105 -3.58060 0.06
H -3.78748 -1.05692 -2.91347 0.05
H -4.35231 -1.30555 -4.54069 0.10
C -0.59528 0.31629 -5.71607 -1.53
Cl -1.09012 1.45961 -6.95404 0.54
Cl -1.20690 0.81538 -4.13209 0.52
Cl -1.13001 -1.32084 -6.12851 0.49
H 0.48508 0.31253 -5.66668 0.02
C -3.21054 -4.72748 5.60249 -1.52
Cl -4.18168 -5.60036 4.40792 0.53
Cl -1.76611 -5.63416 6.03345 0.55
Cl -2.80275 -3.14157 4.95614 0.53
H -3.80562 -4.59141 6.49485 0.02
C -2.73323 1.83628 -10.43760 -1.56
Cl -1.32210 1.06547 -11.15922 0.53
Cl -2.30729 3.40898 -9.76253 0.50
Cl -4.03474 1.98853 -11.62132 0.52
H -3.08414 1.20809 -9.63039 0.00
C -9.68266 4.78560 -1.52329 -1.54
Cl -10.26674 5.99432 -2.66673 0.56
Cl -11.01368 4.07666 -0.61381 0.54
Cl -8.77042 3.52661 -2.35991 0.54
H -9.01818 5.27697 -0.82421 -0.01
C 0.09055 -3.03269 1.07484 -1.55
Cl -0.15801 -1.83948 -0.21038 0.50
Cl -0.79166 -2.57759 2.52768 0.50
Cl -0.39248 -4.63905 0.53159 0.54
H 1.14655 -3.05722 1.31221 -0.06
C 3.66864 -3.10234 3.70853 -1.43
Cl 2.06099 -3.65942 4.16844 0.56
Cl 3.76295 -2.80983 1.96588 0.55
Cl 4.09101 -1.63965 4.59882 0.54
H 4.38088 -3.87794 3.95649 0.02
C 5.33743 -0.21553 1.97035 -1.57
Cl 4.22082 -0.42202 0.62268 0.47
Cl 6.97040 -0.70738 1.49881 0.55
Cl 5.34010 1.43369 2.58480 0.53
H 5.00948 -0.85949 2.77397 -0.14
C -2.25754 -5.96775 -7.40686 -1.52
Cl -3.73003 -6.62736 -6.66821 0.46
Cl -2.48757 -5.72435 -9.12788 0.57
Cl -1.74971 -4.46495 -6.61918 0.49
H -1.46854 -6.69503 -7.27107 0.02
C 8.59132 -4.18315 1.37212 -1.55
Cl 10.31514 -4.13438 1.71204 0.54
Cl 8.29259 -4.69583 -0.28936 0.53
Cl 7.75169 -5.24040 2.50774 0.53
H 8.20024 -3.18353 1.49281 -0.06
C -7.92366 -5.64185 3.07263 -1.53
Cl -8.39746 -4.15533 2.22873 0.53
Cl -9.34934 -6.52315 3.59954 0.56
Cl -6.90058 -6.65050 2.05015 0.53
H -7.35338 -5.36201 3.94848 0.00
C 4.68590 2.69477 6.51691 -1.52
Cl 4.77257 0.93347 6.41500 0.48
Cl 5.12515 3.36200 4.94742 0.50
Cl 3.07951 3.22057 7.01143 0.54
H 5.39737 3.03685 7.25573 0.02
C 3.95664 -3.00652 -2.60502 -1.53
Cl 2.66789 -2.40606 -1.55354 0.48
Cl 5.35708 -3.45692 -1.64212 0.52
Cl 3.39704 -4.37803 -3.56376 0.53
H 4.23695 -2.21268 -3.28309 0.02
C 12.66109 -7.06938 0.74052 -1.57
Cl 14.39288 -6.99068 1.06215 0.53
Cl 12.35449 -7.56619 -0.92376 0.52
Cl 11.85953 -8.15495 1.87595 0.52
H 12.24750 -6.07971 0.87558 -0.04
C 12.06735 -0.61885 1.95272 -1.56
Cl 12.85460 -1.14517 0.46844 0.53
Cl 10.30757 -0.66470 1.77774 0.45
Cl 12.58041 -1.61222 3.31736 0.53
H 12.35678 0.40472 2.14829 -0.01
C 11.57132 3.08349 -0.87082 -1.56
Cl 11.21093 2.70085 -2.55448 0.52
Cl 10.82162 1.90516 0.21307 0.53
Cl 13.31188 3.15377 -0.60434 0.53
H 11.14944 4.05674 -0.65148 -0.10
C -11.19571 4.99318 3.13473 -1.55
Cl -10.34042 6.28406 2.28697 0.52
Cl -10.56805 3.41035 2.66128 0.51
Cl -11.08207 5.21300 4.87680 0.54
H -12.23916 5.03837 2.85486 0.01
C -12.89630 -2.58359 1.30076 -1.52
Cl -13.17204 -0.96330 0.66670 0.55
Cl -12.89394 -3.77269 -0.01139 0.48
Cl -11.38625 -2.65322 2.20919 0.51
H -13.70769 -2.83034 1.97154 0.02
C 9.39942 7.14785 0.06432 -1.55
Cl 9.43052 8.68253 -0.79839 0.54
Cl 9.64769 5.80103 -1.05349 0.53
Cl 10.62195 7.11582 1.33681 0.54
H 8.42200 7.04154 0.52741 -0.09
C 5.10879 6.96950 -0.75679 -1.53
Cl 6.07531 6.15469 -1.97845 0.54
Cl 3.73974 5.97389 -0.26831 0.53
Cl 6.09447 7.40040 0.64999 0.57
H 4.72616 7.88598 -1.18400 0.01
C -3.81104 7.04411 -11.12944 -1.56
Cl -4.30871 8.18265 -12.37908 0.53
Cl -4.42309 7.54253 -9.55016 0.52
Cl -4.34247 5.40868 -11.51610 0.49
H -2.73057 7.04454 -11.08555 0.01
C 13.72088 6.28348 -3.36885 -1.53
Cl 12.37022 6.74209 -2.32802 0.51
Cl 15.15702 5.91371 -2.41519 0.52
Cl 13.26881 4.91459 -4.38449 0.52
H 13.95372 7.12102 -4.01142 0.01
C -6.42172 6.28096 -3.42421 -1.57
Cl -5.62380 7.62156 -4.23690 0.55
Cl -5.70096 4.73956 -3.89285 0.50
Cl -6.36930 6.48610 -1.66998 0.53
H -7.46075 6.26950 -3.72687 -0.02
C 4.85536 -2.36735 9.10478 -1.52
Cl 3.26081 -2.92986 9.59573 0.54
Cl 4.91149 -2.11141 7.35694 0.47
Cl 5.28636 -0.88440 9.96115 0.54
H 5.57806 -3.12914 9.36288 0.02
C 6.71443 0.91208 12.98395 -1.58
Cl 8.31876 1.12568 13.68081 0.53
Cl 5.69254 -0.05029 14.05104 0.52
Cl 5.96559 2.47493 12.64677 0.52
H 6.82169 0.38038 12.04885 -0.04

[2]
66
Properties=species:S:1:pos:R:3:lowdin_spin:R:1 method="wB97M-V/def2-TZVPD" homo_lumo_gap_ev="5.298 / 6.812" de_lowest_ev=3.270 charge=-1 multiplicity=4 total_energy_ev=-106772.00622 max_force_ev_per_a=1.615 lumo_energy_ev="2.54 / 1.38"
Ti -0.23361 0.71387 -1.66380 0.12
C -3.10797 3.03703 -3.35322 0.05
C -2.08241 2.87056 -2.28170 0.34
O -1.76516 1.63899 -1.93891 0.10
C -1.32419 3.93833 -1.76623 0.06
C -0.19680 3.77425 -1.01289 0.27
C 0.61564 4.91556 -0.48997 0.04
N 0.15686 2.44607 -0.60152 0.45
N 0.53405 2.42842 0.66441 0.21
C 0.10468 1.33490 1.32348 0.10
O -0.61093 0.43909 0.82885 0.13
C 0.41261 1.37643 2.78524 0.00
C 1.63853 1.84921 3.24699 0.01
C 1.88224 1.94580 4.60775 0.00
C 0.89798 1.58944 5.52264 0.01
C -0.32896 1.12980 5.06557 0.00
C -0.56694 1.01930 3.70275 0.01
H -2.64448 2.86343 -4.33251 0.02
H -3.52923 4.04275 -3.34450 0.00
H -3.89888 2.29535 -3.23448 0.01
H -1.60235 4.94525 -2.05140 0.00
H 0.26514 5.84573 -0.93591 0.00
H 1.67355 4.78144 -0.73599 0.01
H 0.54537 4.98829 0.59710 0.01
H 2.38993 2.14241 2.52559 0.00
H 2.83998 2.30929 4.95973 0.00
H 1.08332 1.67898 6.58604 0.00
H -1.10182 0.85426 5.77302 0.00
H -1.52517 0.67188 3.33388 0.00
C -2.24064 -3.01334 1.57240 0.06
P -0.50477 -2.60781 1.11680 0.19
C 0.19455 -2.10372 2.74986 0.01
C 0.32204 -4.26381 0.99748 0.00
C 1.79310 -3.88880 0.77703 0.08
P 1.72227 -2.30002 -0.24793 0.32
C 1.29126 -3.06391 -1.84054 0.01
C 3.49216 -1.89652 -0.47867 0.04
H -2.69216 -3.60802 0.77809 0.00
H -2.79701 -2.07874 1.65592 0.00
H -2.28213 -3.55870 2.51792 0.01
H 0.49410 -2.98515 3.31959 0.00
H -0.54820 -1.55205 3.32381 0.00
H 1.05759 -1.45311 2.60913 0.00
H -0.06963 -4.80629 0.13485 0.00
H 0.14809 -4.87156 1.88853 0.00
H 2.36080 -4.64976 0.23845 0.01
H 2.30229 -3.68715 1.72145 0.00
H 2.00845 -3.86271 -2.03711 0.01
H 1.32450 -2.32151 -2.63490 0.00
H 0.28042 -3.46989 -1.81266 0.00
H 4.05197 -2.81028 -0.68744 0.01
H 3.90352 -1.40972 0.40577 0.00
H 3.55902 -1.20846 -1.31958 0.00
F 0.94669 1.06270 -4.38185 0.00
C 0.72321 1.82246 -3.26877 0.01
F 1.98900 2.14236 -2.79884 0.01
F 0.27488 2.99872 -3.80923 0.01
O 1.31610 -0.27081 -0.97482 0.18
O 1.03893 -0.40083 -2.36211 0.05
F -1.48286 -0.16682 -3.69656 0.00
P -2.31382 -1.40302 -3.02511 0.00
F -1.43344 -1.09480 -1.59021 0.01
F -3.43971 -0.41260 -2.48506 0.00
F -3.14071 -1.64410 -4.37397 0.00
F -3.02369 -2.63067 -2.26366 0.00
F -1.14713 -2.39763 -3.49812 0.00